[1]
A molecular structure, C29H46CoN2O6PS, computed with wB97M-V/def2-TZVPD.

Output
**Multiplicity**: 2
**Energy above the lowest of the compared OMol25 structures with the same formula, charge and spin**: 0.000 eV
**Lowest unoccupied orbital energy (spin up / spin down)**: 2.45 / 2.45 eV
**Net charge**: -1
**Gap between HOMO and LUMO (spin up / spin down)**: 7.12 / 7.22 eV
**Electronic energy**: -103842.400 eV

The geometry in XYZ format:
```
86
Properties=species:S:1:pos:R:3:mulliken_spin:R:1
Co -2.10184 -1.61823 1.04051 0.94
O 0.71352 -2.73387 2.32866 0.00
C 0.07752 -3.27462 3.45892 0.00
C -1.42548 -3.01207 3.60646 0.00
N -1.94000 -1.74181 3.07675 -0.02
C -1.19229 -0.53645 3.45526 -0.01
C -1.63485 0.62648 2.54969 0.00
O -1.27225 1.76995 2.82981 0.00
O -2.34712 0.28592 1.54761 0.01
C -3.35247 -1.60654 3.52208 0.00
C -4.34501 -2.37181 2.62969 0.00
O -5.38722 -2.77649 3.14373 0.00
O -3.97572 -2.44869 1.41969 0.05
H 0.17189 -2.84344 1.52713 0.00
H 0.61137 -2.85358 4.31585 0.00
H 0.20786 -4.36439 3.50701 0.00
H -1.64843 -3.07311 4.68129 0.00
H -2.00335 -3.79437 3.11111 0.00
H -0.13015 -0.70112 3.28187 0.00
H -1.34238 -0.26542 4.50657 0.00
H -3.63287 -0.55682 3.44964 0.00
H -3.45169 -1.92055 4.56510 0.00
S -1.42433 -3.80365 0.10660 0.01
C -2.28282 -3.00700 -1.15720 0.00
C -2.70787 -3.60699 -2.35599 0.00
C -3.46671 -2.87691 -3.23746 0.00
C -3.82035 -1.55980 -2.92799 0.00
C -3.36978 -1.03493 -1.73759 0.00
N -2.59628 -1.72484 -0.89931 -0.01
H -2.44709 -4.63957 -2.54059 0.00
H -3.80904 -3.32866 -4.16123 0.00
H -4.43754 -0.96600 -3.58691 0.00
H -3.61900 -0.02602 -1.43282 0.00
O 0.05813 -0.84425 0.34332 0.00
P 1.04925 0.08444 -0.29569 0.01
C 1.49483 -0.74041 -1.88981 0.00
C 2.84358 -0.52221 -2.59645 0.00
C 2.84901 0.54463 -3.68771 0.00
C 1.70926 0.32262 -4.67692 0.00
C 0.36996 0.30368 -3.94695 0.00
C 0.32614 -0.79539 -2.88837 0.00
C 2.66539 0.08424 0.59212 0.00
C 3.56188 1.31580 0.38349 0.00
C 3.28839 2.43738 1.38662 0.00
C 3.39989 1.93075 2.81925 0.00
C 2.36685 0.83213 3.03973 0.00
C 2.58153 -0.32544 2.07083 0.00
C 0.34384 1.76471 -0.45009 0.00
C -1.09371 1.70314 -0.98454 0.00
C -1.83139 2.98998 -0.59875 0.00
C -0.90928 4.21872 -0.67702 0.00
C 0.19671 3.97682 -1.69819 0.00
C 1.12387 2.84441 -1.22597 0.00
H 1.54627 -1.73918 -1.43448 0.00
H 3.09649 -1.47604 -3.07479 0.00
H 3.64197 -0.32771 -1.87749 0.00
H 3.81428 0.52816 -4.20103 0.00
H 2.75398 1.54060 -3.24753 0.00
H 1.85646 -0.63703 -5.18648 0.00
H 1.71642 1.09742 -5.44787 0.00
H -0.44982 0.15125 -4.65349 0.00
H 0.20745 1.28286 -3.48707 0.00
H 0.36296 -1.76347 -3.40024 0.00
H -0.62151 -0.78143 -2.34713 0.00
H 3.14807 -0.76201 0.08898 0.00
H 3.48854 1.68894 -0.64242 0.00
H 4.60197 0.99448 0.51736 0.00
H 2.27431 2.82213 1.25753 0.00
H 3.97320 3.26967 1.20071 0.00
H 3.24679 2.75140 3.52379 0.00
H 4.40920 1.53580 2.99318 0.00
H 1.36436 1.25272 2.92408 0.00
H 2.42557 0.45170 4.06342 0.00
H 1.80770 -1.08231 2.18309 0.00
H 3.53211 -0.81388 2.32045 0.00
H 0.25797 2.05117 0.60866 0.00
H -1.60551 0.85105 -0.55639 0.00
H -1.07692 1.58173 -2.07144 0.00
H -2.21584 2.86818 0.41412 0.00
H -2.68947 3.12491 -1.26435 0.00
H -0.45607 4.40470 0.30184 0.00
H -1.48115 5.11420 -0.92959 0.00
H 0.78722 4.88033 -1.86967 0.00
H -0.25817 3.71531 -2.65934 0.00
H 1.90437 3.27371 -0.59807 0.00
H 1.62441 2.41026 -2.09117 0.00
```


[2]
A molecular structure, C29H46LuP2 in a non-equilibrium geometry, computed with wB97M-V/def2-TZVPD.

Output
**Multiplicity**: 1
**Energy above the lowest of the compared OMol25 structures with the same formula, charge and spin**: 4.201 eV
**Lowest unoccupied orbital energy**: -3.76 eV
**Net charge**: +1
**Gap between HOMO and LUMO**: 6.46 eV
**Electronic energy**: -83007.453 eV

The geometry in XYZ format:
```
78
Properties=species:S:1:pos:R:3:lowdin_charge:R:1
Lu -0.33397 -1.08817 0.38444 1.29
C -1.68210 -1.55536 2.54279 -0.34
C -2.60044 -1.08027 1.54972 -0.35
C -1.92335 -3.21201 0.95946 -0.28
C -1.28639 -2.87787 2.18396 -0.29
C -2.71032 -2.09363 0.54405 -0.34
C -1.39313 -0.91749 3.84871 -0.06
H -1.47350 0.17313 3.80724 0.05
H -0.38291 -1.16679 4.19294 0.08
H -2.09554 -1.26910 4.62456 0.10
C -0.49649 -3.79524 3.04365 -0.03
H -0.54558 -3.48327 4.09712 0.08
H 0.56297 -3.80458 2.75578 0.07
H -0.87139 -4.82376 2.96999 0.09
C -1.91307 -4.55218 0.31612 -0.03
H -2.01747 -5.35149 1.06338 0.09
H -0.97438 -4.73125 -0.22232 0.07
H -2.73379 -4.64496 -0.40171 0.08
C -3.65866 -2.10407 -0.59398 -0.06
H -4.64044 -2.50529 -0.28836 0.10
H -3.29037 -2.73898 -1.40988 0.08
H -3.82428 -1.09917 -0.99323 0.05
C -3.49109 0.09889 1.66117 -0.04
H -4.48055 -0.19912 2.05167 0.10
H -3.65722 0.58014 0.68648 0.06
H -3.08692 0.84761 2.35030 0.06
C 2.36640 2.95708 -0.52495 -0.14
C 1.65034 3.52075 0.47606 -0.20
C 0.83143 4.77088 0.30859 -0.17
C 0.09094 4.88839 -1.03996 -0.16
C -0.34811 3.57676 -1.60704 -0.13
C 0.29792 2.87775 -2.56699 -0.18
C 1.72577 3.11154 -2.96692 -0.16
C 2.65036 3.61635 -1.83657 -0.16
H 1.48671 5.65126 0.45597 0.13
H 0.70671 5.47407 -1.74138 0.12
H 0.08820 4.85221 1.11633 0.10
H 2.60879 4.71755 -1.78290 0.12
H 2.93522 2.03675 -0.37075 0.10
H 1.89323 3.30939 1.52406 0.09
H 3.69088 3.38041 -2.12228 0.13
H 2.15326 2.17941 -3.37354 0.11
H -0.28305 2.33189 -3.31982 0.08
H 1.75526 3.82416 -3.81648 0.14
H -0.81327 5.50494 -0.86564 0.13
H -1.36455 3.30847 -1.31752 0.09
P 0.89517 0.89498 1.52493 0.84
C 2.65379 0.96207 1.98136 -0.24
C -0.23600 2.15328 2.24838 -0.22
P -0.86374 0.13720 -1.85267 0.92
C 0.57243 0.91851 -0.35592 -0.49
C -2.33229 1.18677 -2.09332 -0.27
C 0.04978 -0.18915 -3.38816 -0.25
H 3.18494 0.12659 1.50024 0.06
H 2.73846 0.82118 3.07030 0.07
H 3.18054 1.88582 1.72398 0.03
H -0.28246 3.07680 1.65937 0.01
H 0.09870 2.40839 3.26624 0.08
H -1.26030 1.76074 2.31661 0.02
H 0.69036 0.64925 -3.68483 0.02
H -0.65382 -0.41569 -4.20314 0.07
H 0.69496 -1.06786 -3.24093 0.04
H 1.49243 0.81569 -0.94203 0.03
H 0.19872 1.92710 -0.48132 -0.03
H -3.17755 0.54248 -2.38017 0.05
H -2.20024 1.95002 -2.86947 0.05
H -2.61242 1.69507 -1.15713 0.05
C 3.37230 -4.41850 -1.26538 -0.10
C 2.42656 -4.91865 -0.35756 -0.07
C 1.45105 -4.04132 0.17908 -0.17
C 1.39451 -2.70919 -0.21360 -0.25
C 2.34856 -2.21647 -1.09784 -0.20
C 3.33348 -3.07504 -1.65178 -0.10
H 4.12711 -5.08809 -1.68111 0.10
H 2.43828 -5.96866 -0.04531 0.11
H 0.74067 -4.46374 0.89750 0.05
H 2.35247 -1.16053 -1.40075 0.05
H 4.06150 -2.67478 -2.35791 0.10
```


[3]
3 unconnected molecules or ions with the total composition C29H46N4O14P2S in a non-equilibrium geometry, computed with wB97M-V/def2-TZVPD.

Output
**Multiplicity**: 1
**Lowest unoccupied orbital energy**: -3.29 eV
**Gap between HOMO and LUMO**: 5.09 eV
**Electronic energy**: -94827.166 eV

The geometry in XYZ format:
```
96
Properties=species:S:1:pos:R:3:lowdin_charge:R:1
C 2.98140 2.78843 4.04899 -0.11
C 2.01433 2.44368 2.73753 -0.38
C 2.93357 2.31320 1.36124 -0.11
C 0.77358 3.55016 2.56595 -0.13
C -0.63292 2.72279 2.72075 -0.02
C -0.86151 1.91724 4.15111 0.04
C -2.23281 1.03482 4.32817 -0.06
C -2.43245 0.23003 5.74338 0.10
C -3.77596 -0.69617 5.91519 0.09
C -3.89819 -1.53130 7.35893 -0.39
O -2.72596 -2.00873 7.85952 -0.12
O -5.16035 -1.76626 8.07879 -0.20
N -4.84424 -0.79785 4.81813 -0.05
O -5.91288 -1.59430 5.14036 -0.02
C -5.63992 -2.98101 4.73232 -0.10
N -5.44835 -4.17938 4.28816 0.18
C -4.73435 -0.06860 3.46385 0.02
C -5.95087 -0.33726 2.39942 -0.19
S -5.26857 -1.44970 1.01197 0.81
O -5.57456 -2.92980 1.45506 -0.43
O -3.71725 -1.32096 0.85450 -0.42
C -3.41289 0.88613 3.19364 0.03
C -3.22531 1.71786 1.79353 -0.06
N -4.20688 1.75542 0.64410 0.04
C -1.82881 2.61578 1.59212 -0.05
O -1.58031 3.37530 0.32137 -0.09
C -1.05794 2.43683 -0.72149 -0.11
N -0.44684 1.64586 -1.54291 0.16
H 3.16794 3.94180 4.15660 0.08
H 2.42628 2.34855 5.00665 0.07
H 3.99509 2.16191 3.97049 0.10
H 1.60474 1.34500 2.94450 0.13
H 3.74447 1.46924 1.53408 0.08
H 2.20564 1.87583 0.52553 0.08
H 3.39329 3.33754 1.02389 0.09
H 0.89826 4.14544 1.56695 0.12
H 0.82800 4.33446 3.46200 0.13
H -0.07712 1.95447 5.01953 0.11
H -1.63504 0.27502 6.59873 0.13
H -6.31543 0.70305 1.95438 0.11
H -6.89831 -0.86244 2.84046 0.13
H -5.93374 -1.11525 -0.19996 0.10
H -3.78664 2.10136 -0.24592 0.09
H -5.03809 2.31250 0.94476 0.10
O 3.37450 -1.50877 2.44945 -0.25
P 2.98627 -3.00637 2.38860 0.73
O 3.79516 -3.41576 3.77425 -0.23
C 3.17627 -3.11437 5.01242 -0.31
C 1.99517 -4.02721 5.27970 -0.08
O 4.18694 -3.43322 1.31511 -0.23
C 4.71697 -2.47051 0.41479 -0.31
C 5.95750 -1.81118 0.99499 -0.08
O 2.55248 -4.67972 2.32061 -0.21
C 1.30859 -4.92906 1.68130 -0.31
C 1.32055 -4.49851 0.22472 -0.08
H 2.87212 -2.06475 5.03572 0.10
H 3.92919 -3.25963 5.79392 0.12
H 1.17900 -3.81914 4.57978 0.06
H 1.61533 -3.88355 6.29464 0.08
H 2.27366 -5.07772 5.14948 0.09
H 3.95445 -1.73402 0.14050 0.10
H 4.98922 -2.99521 -0.50744 0.12
H 5.80000 -1.46088 2.01942 0.07
H 6.26861 -0.96154 0.38090 0.08
H 6.78130 -2.52812 1.04058 0.08
H 0.51550 -4.40990 2.22842 0.11
H 1.11441 -6.00236 1.74608 0.12
H 1.43444 -3.41483 0.13421 0.07
H 0.38667 -4.78246 -0.26841 0.08
H 2.15967 -4.95581 -0.30906 0.09
O -0.57956 0.84619 -8.81288 -0.23
P -0.20519 1.69055 -7.57025 0.73
O 0.05024 3.08674 -8.42309 -0.24
C -1.08591 3.83443 -8.81936 -0.31
C -1.73672 4.52479 -7.63633 -0.09
O 1.38270 1.18872 -7.51576 -0.23
C 1.75251 -0.07439 -8.05064 -0.31
C 2.21352 0.06167 -9.49258 -0.08
O 0.21311 2.63400 -6.18179 -0.21
C -0.40671 2.19975 -4.97955 -0.33
C 0.01282 0.79025 -4.59949 -0.10
H -1.80020 3.18847 -9.33634 0.11
H -0.74275 4.58941 -9.53419 0.12
H -2.19158 3.79121 -6.96233 0.06
H -2.52079 5.20971 -7.96967 0.08
H -0.99850 5.08543 -7.05425 0.08
H 0.93271 -0.79348 -7.95099 0.10
H 2.58028 -0.45993 -7.44558 0.12
H 1.51203 0.64235 -10.09895 0.07
H 2.34059 -0.92165 -9.95381 0.08
H 3.16775 0.59293 -9.53662 0.08
H -1.49333 2.25829 -5.09666 0.10
H -0.11594 2.89587 -4.18914 0.11
H -0.33602 0.06208 -5.33680 0.07
H -0.40454 0.51321 -3.62737 0.04
H 1.10344 0.70737 -4.55664 0.09
```